Record 1
{"formula": "C2H4NP", "method": "the ωB97M-V functional and the def2-TZVPD basis", "species": ["C", "C", "N", "P", "H", "H", "H", "H"], "xyz": [[0.152, 0.877, -0.023], [-0.457, -0.592, 0.679], [-1.290, -1.085, -0.396], [-1.746, 0.496, 0.000], [0.523, 1.687, 0.610], [0.670, 0.781, -1.017], [-0.235, -0.731, 1.684], [-0.757, -1.272, -1.163]], "forces_ev_per_a": [[-1.754, -2.656, -0.352], [0.657, 4.729, -2.898], [-0.683, -1.311, 2.942], [1.044, 1.466, 0.587], [-0.094, -0.394, 0.059], [-0.516, -0.105, 1.117], [-0.209, -1.258, 1.394], [1.556, -0.470, -2.849]], "nbo_charge": [-0.700, -0.258, -0.842, 0.787, 0.217, 0.209, 0.228, 0.358], "max_force_ev_per_a": 5.6, "energy_ev": -12914.6165, "smiles": "C1[C@@H]2NP12", "homo_lumo_gap_ev": 10.30, "e_homo_ev": -9.156}



Record 2
{"formula": "C2H4NP", "method": "the ωB97M-V functional and the def2-TZVPD basis", "species": ["C", "C", "N", "P", "H", "H", "H", "H"], "xyz": [[-0.456, 0.349, -0.155], [0.124, -0.923, -0.503], [-1.639, 0.842, -0.237], [1.305, 0.493, 0.092], [0.033, -1.920, -0.002], [0.680, -0.965, -1.536], [-1.793, 1.712, 0.284], [1.746, 0.412, 2.058]], "forces_ev_per_a": [[-2.824, 1.035, -0.067], [3.005, -0.880, -1.732], [1.142, -0.998, 0.862], [1.319, -0.059, 3.357], [-0.349, 1.267, -0.411], [-1.721, -0.366, 1.639], [0.591, 0.017, -0.474], [-1.164, -0.015, -3.173]], "nbo_charge": [-0.031, -0.668, -0.566, 0.447, 0.271, 0.256, 0.350, -0.060], "max_force_ev_per_a": 3.6, "energy_ev": -12913.3354, "homo_lumo_gap_ev": 8.92, "e_homo_ev": -9.374}



Record 3
{"formula": "C2H4NP", "method": "the ωB97M-V functional and the def2-TZVPD basis", "species": ["C", "C", "N", "P", "H", "H", "H", "H"], "xyz": [[-0.998, -0.035, 0.124], [0.435, -0.210, 0.414], [1.165, -0.252, -0.803], [-0.028, -1.597, -0.614], [-1.772, -0.317, 0.935], [-1.298, 0.808, -0.516], [1.648, 1.101, 1.815], [0.849, 0.503, -1.356]], "forces_ev_per_a": [[-0.805, -0.571, 1.196], [0.158, -0.223, 0.262], [0.364, -0.504, 1.174], [-0.216, 1.038, 0.557], [1.455, 0.597, -1.262], [0.003, -0.486, -0.064], [-0.579, -0.746, -0.476], [-0.380, 0.896, -1.387]], "nbo_charge": [-0.656, -0.065, -0.816, 0.743, 0.235, 0.206, 0.014, 0.339], "max_force_ev_per_a": 2.0, "energy_ev": -12910.8919, "homo_lumo_gap_ev": [8.49, 8.18], "e_homo_ev": [-9.393, -8.616]}



Record 4
{"formula": "C2H4NP", "method": "the ωB97M-V functional and the def2-TZVPD basis", "species": ["C", "C", "N", "P", "H", "H", "H", "H"], "xyz": [[1.792, 0.346, 0.042], [-0.982, -0.193, -0.047], [-2.162, 0.219, 0.049], [0.314, 1.137, -0.024], [2.688, 0.936, 0.031], [1.928, -0.723, 0.104], [-0.673, -1.245, -0.173], [-2.905, -0.476, 0.017]], "forces_ev_per_a": [[-1.444, 0.120, -0.052], [1.124, -0.390, -0.065], [-0.713, 0.620, 0.074], [0.651, -0.129, -0.005], [0.257, 0.209, 0.050], [0.006, -0.228, -0.044], [-0.159, 0.109, 0.063], [0.278, -0.311, -0.021]], "nbo_charge": [-0.823, -0.175, -0.595, 0.655, 0.222, 0.210, 0.159, 0.346], "max_force_ev_per_a": 1.4, "energy_ev": -12915.7625, "smiles": "[H]/N=C/P=C", "homo_lumo_gap_ev": 9.42, "e_homo_ev": -9.523}



Record 5
{"formula": "C2H4NP", "method": "the ωB97M-V functional and the def2-TZVPD basis", "species": ["C", "C", "N", "P", "H", "H", "H", "H"], "xyz": [[-0.401, -0.018, -0.039], [-2.679, 0.328, -0.367], [0.787, -0.003, -0.026], [2.390, 0.542, -0.258], [-2.774, 0.635, 0.702], [-3.087, -0.782, -0.094], [2.924, -0.551, -0.894], [2.841, -0.152, 0.976]], "forces_ev_per_a": [[1.104, -0.162, 0.184], [-0.221, -2.163, 1.184], [-2.841, -0.020, -0.569], [0.679, -0.089, 2.087], [0.373, 0.592, -0.173], [1.142, 1.599, -1.004], [-0.042, -0.798, -0.916], [-0.192, 1.041, -0.794]], "nbo_charge": [0.473, -0.391, -0.815, 0.574, 0.091, 0.105, -0.027, -0.011], "max_force_ev_per_a": 2.9, "energy_ev": -12911.5192, "homo_lumo_gap_ev": 9.16, "e_homo_ev": -8.875}



Record 6
{"formula": "C2H4NPS", "method": "the ωB97M-V functional and the def2-TZVPD basis", "species": ["C", "C", "N", "P", "S", "H", "H", "H", "H"], "xyz": [[-0.456, 0.188, -1.297], [-0.134, -0.087, 1.290], [1.689, 0.033, -0.801], [1.737, -0.180, 0.697], [-1.007, 0.948, 0.125], [-0.545, 0.761, -2.205], [-0.537, -0.883, -1.366], [-0.520, -1.109, 1.266], [-0.227, 0.330, 2.291]], "forces_ev_per_a": [[-3.025, 0.493, -0.785], [1.164, -0.525, -0.417], [1.933, -0.109, -0.645], [-0.385, -0.054, 2.220], [-0.280, 0.486, -0.437], [0.095, 0.057, -0.072], [0.273, -0.260, -0.002], [-0.078, -0.017, 0.142], [0.302, -0.071, -0.004]], "lowdin_spin": [0.641, 0.176, 0.771, 0.125, 0.221, 0.026, 0.031, 0.005, 0.005], "max_force_ev_per_a": 3.2, "multiplicity": 3, "energy_ev": -23747.6346, "homo_lumo_gap_ev": [6.08, 7.01], "e_homo_ev": [-6.360, -9.270]}